# 1
The following is a DFT calculation (wB97M-V/def2-TZVPD) of a structure of composition C31H20Cl2N7O4V.

The spin multiplicity is 3. For the largest force on an atom, the calculation gives 0.012 hartree/bohr. The value obtained for the LUMO energy (spin up / spin down) is -0.9 / -1.1 eV.

Each line ends with the Löwdin charge.
Positions of all 65 atoms, in Å:
V  0.31757  0.11923  0.33981  1.07
Cl  4.00287  4.31065  4.18116  0.67
C  2.89125  3.06086  3.73946  -0.69
C  2.28523  3.11982  2.48628  -0.04
C  1.41201  2.11684  2.11092  -0.23
N  0.75248  2.01237  0.87706  0.00
C  0.11643  3.08523  0.36136  -0.44
O  0.35694  4.26624  0.54420  0.08
C  -1.08435  2.67479  -0.45331  -0.17
C  -1.76244  3.60795  -1.21920  0.02
C  -2.90747  3.21441  -1.88873  -0.04
C  -3.34261  1.90629  -1.74779  -0.04
C  -2.60575  1.04179  -0.95692  -0.10
N  -1.49379  1.40877  -0.32354  0.07
C  1.11349  1.05653  2.99379  -0.23
C  1.70936  1.01443  4.24633  -0.04
C  2.60556  2.01607  4.60718  -0.68
Cl  3.36188  1.92016  6.16189  0.66
N  0.25117  0.11397  2.43984  0.02
C  -0.33514  -0.85681  3.14672  -0.46
O  -0.22751  -1.14027  4.33531  0.05
C  -1.27360  -1.64859  2.27179  -0.16
C  -2.10300  -2.61219  2.82459  0.02
C  -2.96647  -3.30336  1.99699  -0.04
C  -2.95815  -3.02343  0.63689  -0.04
C  -2.08813  -2.06028  0.16247  -0.13
N  -1.27302  -1.36757  0.96400  0.06
H  2.49940  3.94004  1.81918  0.11
H  -1.37546  4.61626  -1.25669  0.12
H  -3.45504  3.91425  -2.50598  0.11
H  -4.23426  1.54972  -2.24358  0.11
H  -2.92858  0.01984  -0.82017  0.09
H  1.48749  0.21100  4.93005  0.10
H  -2.03896  -2.78226  3.88974  0.12
H  -3.63224  -4.05499  2.39995  0.11
H  -3.60194  -3.54831  -0.05435  0.11
H  -2.00834  -1.86038  -0.89778  0.10
O  -1.08740  -2.47529  -4.25260  0.06
C  -1.13140  -1.17116  -4.57445  -0.27
C  -1.74442  -0.82931  -5.78096  -0.01
C  -1.82850  0.49144  -6.17067  -0.08
C  -1.30290  1.50579  -5.37141  -0.09
C  -0.69763  1.17410  -4.17909  -0.03
C  -0.60201  -0.15553  -3.75908  -0.08
C  0.01962  -0.42883  -2.45069  -0.41
O  0.45890  0.53216  -1.74797  -0.09
N  0.09734  -1.70336  -2.03931  0.05
N  0.72378  -1.67427  -0.84039  -0.10
C  1.41398  -2.62744  -0.36670  -0.04
C  2.29602  -2.22230  0.72939  -0.24
C  3.12708  -3.11223  1.38837  -0.01
C  4.08221  -2.61234  2.26163  -0.04
C  4.19287  -1.24387  2.41456  -0.02
C  3.30414  -0.41922  1.73603  -0.08
N  2.35389  -0.88899  0.93318  0.08
H  -0.61343  -2.56109  -3.39409  0.06
H  -2.14382  -1.62679  -6.39286  0.12
H  -2.30580  0.73728  -7.11072  0.10
H  -1.36617  2.53912  -5.68410  0.10
H  -0.28093  1.93559  -3.53303  0.12
H  1.48226  -3.61782  -0.80789  0.14
H  3.03495  -4.17395  1.20474  0.12
H  4.74205  -3.28472  2.79306  0.11
H  4.94309  -0.80064  3.05325  0.12
H  3.36532  0.65462  1.84292  0.12

Force components x, y, z for each atom (eV/Å):
V -0.5 0.3 0.2
Cl 0.0 0.0 0.0
C 0.0 -0.1 0.0
C 0.0 -0.1 0.1
C 0.1 0.0 0.2
N 0.2 -0.4 -0.1
C 0.0 0.1 -0.2
O 0.0 0.0 0.0
C -0.1 0.1 -0.1
C 0.0 0.0 0.0
C 0.0 0.0 0.0
C 0.0 0.0 0.0
C -0.1 0.0 0.0
N 0.2 -0.2 0.1
C 0.0 0.2 0.1
C 0.0 0.0 0.0
C 0.0 0.0 -0.1
Cl 0.0 0.0 0.0
N 0.0 -0.2 -0.4
C 0.0 0.1 0.0
O 0.0 0.0 0.0
C -0.1 -0.1 0.0
C 0.1 0.1 0.0
C 0.0 0.0 0.0
C 0.0 0.0 0.0
C 0.0 -0.1 0.0
N 0.3 0.0 -0.1
H 0.0 0.0 0.0
H 0.0 0.0 0.0
H 0.0 0.0 0.0
H 0.0 0.0 0.0
H 0.0 0.0 0.0
H 0.0 0.0 0.0
H 0.0 0.0 0.0
H 0.0 0.0 0.0
H 0.0 0.0 0.0
H 0.0 0.0 0.0
O 0.0 0.0 0.0
C 0.0 0.0 0.0
C 0.0 0.0 0.0
C 0.0 0.0 0.0
C 0.0 0.0 0.0
C 0.0 0.0 0.0
C 0.0 -0.1 0.0
C 0.0 0.1 -0.1
O 0.0 0.0 0.1
N -0.1 -0.1 -0.2
N 0.0 0.1 0.1
C -0.1 0.0 0.0
C 0.2 0.0 0.2
C -0.1 0.0 0.0
C 0.0 0.1 0.0
C 0.0 0.0 0.0
C 0.0 0.0 0.0
N -0.1 0.0 0.0
H 0.0 0.0 0.0
H 0.0 0.0 0.0
H 0.0 0.0 0.0
H 0.0 0.0 0.0
H 0.0 0.0 0.0
H 0.0 0.1 -0.1
H 0.0 0.0 0.0
H 0.0 0.0 0.0
H 0.0 0.0 0.0
H 0.0 0.0 0.0

# 2
The following is a DFT calculation (wB97M-V/def2-TZVPD) of a structure of composition C34H31IInN8O3PS2Te.

For the largest force on an atom, the calculation gives 0.018 hartree/bohr. The value obtained for the LUMO energy is -0.6 eV.

Each line ends with the Löwdin charge.
Positions of all 82 atoms, in Å:
In  0.75913  -0.82228  0.74768  0.67
C  -2.79454  -1.75911  3.55005  -0.02
C  -1.78387  -1.67246  2.44841  -0.28
N  -0.64187  -1.09341  2.57241  -0.04
N  -0.35732  -0.50335  3.75372  0.00
C  0.86663  -0.00723  3.88490  -0.84
N  1.09341  0.57499  5.08293  0.08
S  2.18401  -0.03466  2.79082  0.66
C  -2.06267  -2.37356  1.17898  -0.23
C  -3.35756  -2.64143  0.74867  0.00
C  -3.53425  -3.39119  -0.40110  -0.05
C  -2.42227  -3.88679  -1.06637  -0.05
C  -1.17046  -3.55018  -0.57779  -0.14
N  -0.99540  -2.79424  0.49809  0.08
H  -2.31517  -1.53642  4.49817  0.07
H  -3.23588  -2.75588  3.58049  0.09
H  -3.60756  -1.04494  3.39773  0.08
H  0.32971  0.68007  5.72728  0.10
H  1.94639  1.08644  5.21514  0.08
H  -4.20526  -2.25706  1.29833  0.12
H  -4.53039  -3.59595  -0.77148  0.11
H  -2.52109  -4.51259  -1.94211  0.11
H  -0.26175  -3.90865  -1.05351  0.12
I  3.11274  -0.91805  -1.93734  1.13
C  3.35765  -2.92433  -1.43313  -0.63
C  4.11570  -3.66990  -2.28947  -0.17
C  4.47882  -4.98700  -1.94859  -0.08
C  4.11023  -5.48531  -0.73939  -0.04
C  3.32017  -4.72677  0.15976  -0.17
C  2.98131  -5.28168  1.41143  -0.04
C  2.21198  -4.58097  2.28590  -0.06
C  1.72466  -3.31198  1.92344  -0.17
C  2.00792  -2.71597  0.71945  -0.21
C  2.86489  -3.41222  -0.18809  -0.24
H  4.46349  -3.23914  -3.21787  0.08
H  5.07936  -5.57187  -2.63248  0.10
H  4.42019  -6.47803  -0.43626  0.11
H  3.35381  -6.26863  1.65836  0.11
H  1.95183  -4.99615  3.25150  0.11
H  1.07839  -2.81859  2.63904  0.07
S  -3.34525  4.73176  -3.60816  1.00
N  -2.56474  3.36089  -3.95928  -0.21
C  -2.41216  2.70523  -2.82159  -0.30
C  -1.76546  1.41834  -2.67065  -0.08
C  -1.26851  0.72072  -3.77110  0.02
C  -0.72071  -0.51879  -3.56870  -0.03
C  -0.62917  -0.98429  -2.26025  -0.16
N  -1.03805  -0.31655  -1.19138  0.12
C  -1.65695  0.86669  -1.38938  -0.12
C  -2.26559  1.54885  -0.23067  -0.16
N  -2.20637  0.92602  0.94845  0.13
C  -2.65265  1.55977  2.01418  -0.10
C  -3.23479  2.82842  1.97668  -0.02
C  -3.37049  3.44392  0.75675  -0.01
C  -2.87390  2.79999  -0.37703  -0.09
C  -2.95738  3.38173  -1.70140  -0.31
N  -3.51747  4.53846  -2.01280  -0.21
H  -1.34508  1.16566  -4.75443  0.12
H  -0.34064  -1.11929  -4.38264  0.11
H  -0.19169  -1.95552  -2.07372  0.08
H  -2.53166  1.04881  2.96279  0.10
H  -3.57050  3.29948  2.88955  0.11
H  -3.83044  4.41763  0.65018  0.12
C  -0.31737  5.65628  0.44090  -0.09
C  0.42530  4.93923  -0.66592  -0.33
O  0.30927  3.50596  -0.58963  -0.29
P  1.31973  2.56700  0.26159  0.12
O  0.44789  1.39165  0.70536  -0.45
Te  2.56163  3.80719  1.81179  0.47
O  2.25359  1.92469  -0.88326  -0.41
C  3.23697  2.71919  -1.56331  -0.33
C  2.69439  3.21702  -2.88884  -0.06
H  -0.27309  6.73280  0.26615  0.08
H  0.14448  5.43911  1.40247  0.01
H  -1.35930  5.35831  0.47162  0.05
H  1.48111  5.21695  -0.63534  0.07
H  0.02453  5.20599  -1.64701  0.11
H  4.09859  2.07035  -1.71409  0.09
H  3.54782  3.54312  -0.91603  0.05
H  2.45511  2.37969  -3.54772  0.07
H  3.43767  3.84366  -3.38314  0.08
H  1.78627  3.80033  -2.73863  0.06

Force components x, y, z for each atom (eV/Å):
In 0.4 0.2 0.8
C 0.0 0.0 0.0
C 0.1 -0.1 0.2
N -0.1 0.0 -0.2
N -0.1 0.1 0.0
C -0.1 0.1 0.0
N 0.1 0.0 0.0
S 0.0 -0.2 0.0
C 0.0 0.0 0.0
C 0.0 0.0 0.0
C 0.0 0.0 0.0
C 0.0 0.0 0.0
C 0.0 -0.1 0.1
N -0.2 0.2 -0.1
H 0.0 0.0 0.0
H 0.0 0.0 0.0
H 0.0 0.0 0.0
H 0.0 0.0 0.0
H 0.0 0.0 0.0
H 0.0 0.0 0.0
H 0.0 0.0 0.0
H 0.0 0.0 0.0
H 0.0 0.0 0.0
I -0.3 0.2 0.1
C 0.0 0.2 -0.1
C 0.0 0.0 0.0
C 0.1 0.0 -0.1
C 0.0 0.0 0.0
C -0.1 0.1 -0.1
C 0.0 -0.1 0.0
C 0.0 0.0 0.1
C 0.0 -0.1 -0.1
C -0.2 0.2 -0.3
C 0.0 -0.1 0.1
H 0.0 0.0 0.0
H 0.0 0.0 0.0
H 0.0 0.0 0.0
H 0.0 0.0 0.0
H 0.0 0.0 0.0
H 0.0 0.0 0.0
S 0.0 -0.1 0.1
N 0.0 0.0 0.0
C 0.0 0.1 0.0
C 0.0 0.0 0.0
C 0.0 0.0 0.0
C 0.0 0.0 0.0
C 0.1 0.0 0.0
N 0.2 0.0 -0.1
C -0.1 -0.1 0.0
C 0.0 0.0 0.1
N -0.1 0.0 -0.1
C 0.0 0.0 0.0
C 0.0 0.0 0.0
C 0.0 0.0 -0.1
C 0.0 0.0 0.0
C 0.1 0.1 0.0
N 0.0 0.1 0.1
H 0.0 0.0 0.0
H 0.0 0.0 0.0
H 0.2 0.1 0.0
H 0.0 -0.1 0.0
H 0.0 0.0 0.0
H 0.0 0.0 0.0
C 0.1 -0.1 0.0
C 0.1 0.1 -0.1
O -0.2 0.0 0.2
P -0.3 -0.1 0.1
O 0.5 -0.3 -0.6
Te 0.1 -0.1 0.1
O 0.1 0.0 0.0
C -0.1 0.1 -0.1
C 0.0 -0.1 0.0
H 0.0 0.0 0.0
H 0.0 0.0 0.0
H -0.2 -0.1 0.0
H 0.0 0.0 0.0
H 0.0 0.0 0.0
H 0.1 0.0 0.0
H 0.0 0.0 0.0
H 0.0 0.0 0.0
H 0.0 0.0 0.0
H 0.0 0.0 0.0